[1]
C25H35N6O4OsP2SSe as an isolated structure. Source: the Open Molecules 2025 dataset; level of theory: wB97M-V/def2-TZVPD.

XYZ file:
```
75
Properties=species:S:1:pos:R:3:forces:R:3
Os 1.026 0.509 1.303 -0.451 0.123 -0.156
Se 0.665 -4.830 2.075 0.394 0.340 0.169
S 1.104 -0.348 3.476 0.107 -0.049 -0.365
P 0.998 -0.274 -1.024 -0.257 -0.601 0.210
P -1.285 0.260 1.211 -0.027 0.059 -0.336
O 0.804 -4.365 3.567 0.053 0.446 0.974
O 1.086 -2.754 1.043 0.101 -0.166 -0.052
O 1.942 -5.398 1.352 0.782 -0.460 -0.528
O -0.751 -5.025 1.437 -1.134 -0.070 -0.595
N 3.374 -1.462 4.323 0.110 -0.273 0.189
N 3.635 0.029 2.613 0.849 -0.401 0.312
N 2.979 0.860 1.764 0.588 0.624 -0.289
N -3.025 -0.053 -0.869 -3.366 -0.322 -1.126
N 1.692 2.598 0.173 0.129 -0.266 0.531
N -1.075 -0.660 -2.724 -1.230 -0.679 -2.902
C 2.956 2.888 0.551 -0.328 0.260 -0.315
C -2.765 -1.101 -4.383 1.763 -0.099 0.002
C -2.157 1.538 3.460 0.042 -0.052 -0.090
C 1.338 -2.559 -2.724 0.059 -0.123 -0.051
C -3.726 1.736 1.489 -0.034 0.076 0.092
C 1.600 4.654 -1.035 0.102 -0.039 -0.013
C -4.102 -1.120 -4.740 -3.283 0.313 0.334
C -5.086 -0.781 -3.817 0.382 -0.981 -3.379
C 1.056 3.450 -0.624 -0.159 0.109 -0.128
C 2.886 4.976 -0.618 -0.112 -0.035 -0.031
C -2.382 -0.727 -3.094 0.746 0.645 1.973
C 0.884 -3.004 -0.365 -0.172 0.021 -0.231
C -4.741 -0.434 -2.522 0.266 0.515 1.987
C -2.048 -1.219 1.956 0.044 0.079 -0.064
C 2.858 -0.615 3.434 -0.722 0.560 -0.387
C 3.610 1.933 1.407 0.163 -0.554 0.389
C 3.130 -2.067 -1.017 -0.206 0.086 0.064
C -1.761 -0.006 -0.548 2.832 -0.285 -0.041
C -2.269 1.692 1.936 0.301 -0.111 -0.105
C 1.619 -2.052 -1.312 0.044 0.362 0.601
C 1.740 0.588 -2.451 -0.041 0.069 0.246
C -1.571 2.986 1.512 -0.006 -0.127 0.017
C 3.578 4.076 0.168 0.076 -0.075 0.056
C -3.403 -0.398 -2.135 2.001 0.077 0.612
C -0.762 -0.328 -1.482 -0.410 0.868 2.307
H 2.759 -2.078 4.828 0.085 0.018 0.053
H -1.731 3.177 0.450 0.083 0.034 -0.041
H -2.436 2.473 3.946 -0.055 0.013 -0.019
H 2.828 0.527 -2.405 -0.025 0.005 -0.018
H -1.605 -2.114 1.521 0.032 0.004 -0.018
H -1.979 3.830 2.070 -0.079 -0.002 -0.017
H 1.938 -2.025 -3.458 -0.017 -0.014 -0.030
H 4.608 2.106 1.793 -0.003 0.023 -0.009
H -3.115 -1.207 1.737 -0.063 -0.069 0.078
H 1.033 5.327 -1.661 -0.046 -0.035 -0.007
H -0.192 -2.942 -0.531 -0.024 -0.025 0.124
H -4.378 -1.399 -5.748 -0.062 0.025 0.046
H -1.876 -1.245 3.032 -0.012 0.027 -0.047
H 0.066 3.152 -0.945 -0.044 0.032 0.078
H 1.601 -3.618 -2.784 0.103 0.021 -0.003
H 0.290 -2.454 -2.991 0.034 -0.024 -0.028
H -1.131 1.304 3.759 -0.043 0.061 0.080
H -6.126 -0.781 -4.114 0.038 -0.053 -0.017
H -2.815 0.754 3.832 0.017 -0.010 0.018
H -5.492 -0.185 -1.785 -0.010 0.028 0.017
H 2.045 -2.742 1.199 -0.050 0.110 0.065
H 3.692 -1.636 -1.844 0.018 0.004 -0.007
H 1.204 -4.030 -0.568 0.029 0.044 -0.159
H 1.444 1.635 -2.428 0.039 -0.020 -0.060
H -4.301 0.902 1.891 -0.024 -0.025 -0.029
H 4.368 -1.625 4.330 -0.036 -0.028 0.019
H 3.474 -3.096 -0.885 0.027 0.005 -0.014
H -3.811 1.715 0.406 -0.054 0.053 0.019
H -0.499 2.942 1.719 -0.001 0.069 -0.029
H -1.994 -1.365 -5.095 0.037 -0.001 0.010
H 3.332 5.917 -0.909 0.047 -0.013 0.008
H 3.377 -1.488 -0.120 0.047 -0.102 0.006
H 4.583 4.288 0.507 0.002 -0.030 -0.019
H -4.175 2.665 1.847 -0.023 -0.035 0.116
H 1.363 0.125 -3.360 0.038 0.042 -0.051
```
Forces are in eV/Å.

The total charge is +1. The spin multiplicity is 5.

Results of the Löwdin charge analysis, in e, for atoms 1 through 8: atom 1 (Os): 0.7797, atom 2 (Se): 1.0257, atom 3 (S): 0.5964, atom 4 (P): 0.9164, atom 5 (P): 0.8036, atom 6 (O): -0.3703, atom 7 (O): -0.1954, atom 8 (O): -0.3704

[2]
C5H6O as an isolated structure. Source: the Open Molecules 2025 dataset; level of theory: wB97M-V/def2-TZVPD.

XYZ file:
```
12
Properties=species:S:1:pos:R:3:forces:R:3
O -1.690 -0.434 0.134 -0.391 1.727 0.521
C 0.045 1.110 0.011 -0.431 4.606 -0.285
C 0.657 -1.113 -0.129 1.825 1.813 1.550
C 1.243 0.328 0.158 0.264 -3.270 -2.172
C -0.634 -1.225 0.048 -1.028 -4.648 -0.480
C -1.215 0.801 0.043 -4.720 3.694 -2.814
H -2.140 1.614 -0.494 3.042 -2.456 2.382
H -1.181 -2.121 0.047 0.645 -2.358 -0.170
H 1.361 -1.965 -0.160 -0.931 0.408 -0.138
H 0.027 2.205 -0.113 1.009 -0.362 -0.134
H 1.574 0.341 1.192 1.049 0.231 -0.253
H 1.951 0.459 -0.735 -0.334 0.616 1.994
```
Forces are in eV/Å.

Results of the Löwdin charge analysis, in e, for atoms 1 through 8: atom 1 (O): 0.0004, atom 2 (C): -0.1723, atom 3 (C): -0.0455, atom 4 (C): -0.1626, atom 5 (C): -0.2131, atom 6 (C): -0.2038, atom 7 (H): 0.2127, atom 8 (H): 0.1148

| no. | largest force on an atom (hartree/bohr) | calculated total energy (hartree) |
| --- | --- | --- |
| 1 | 0.0693 | -5175.751361 |
| 2 | 0.1288 | -269.222724 |